[1]
The following is a quantum chemistry calculation of 8 unconnected molecules or ions with the total composition C32H64O24 at a distorted geometry, from the Open Molecules 2025 dataset.

CARTESIAN COORDINATES (ANGSTROEM)
O: -1.8762 -7.7784 -3.2095
H: 2.0579 -2.9704 4.6602
H: -5.0956 7.4610 1.5268
C: -4.2624 1.4633 1.4422
C: 1.7681 -2.4556 3.7426
C: 2.9152 5.0053 -0.0135
H: 6.7180 2.5161 3.0099
O: -0.2361 -7.4500 -1.7193
O: -1.5728 2.1779 -3.2784
C: -4.5975 -3.8890 0.5333
C: -6.3204 -3.0071 -3.7805
O: -4.0917 2.8761 1.3219
C: -5.7078 -3.3898 -1.5268
H: -0.1150 -4.3229 -2.2907
C: -1.1698 -7.0504 -2.3623
O: 6.2342 6.1657 5.0357
H: -6.5808 -5.1212 -4.3617
H: -0.5309 -9.2499 -3.7238
H: 3.5710 0.3935 0.4227
H: 2.4372 -1.6082 3.6067
H: -7.8152 -3.9785 -4.9298
H: -6.1132 0.5585 -3.5869
C: -4.1243 1.3260 -3.2005
O: -1.4357 1.8669 -1.0503
C: -0.1035 -0.1946 1.4116
H: -2.0545 -2.2195 -0.1858
H: 1.6567 1.7761 1.3108
H: 2.0910 4.7354 -0.6739
H: 3.9525 1.5821 1.5802
H: -2.6462 -1.1905 1.1443
H: -5.3319 -0.2420 -2.2943
H: -4.2402 2.3323 -3.6106
H: -3.0413 -9.9105 -2.0885
H: 1.9130 0.9582 2.9060
H: -5.8429 7.8107 -0.0162
H: -1.4941 -9.5934 -1.3592
C: 5.8242 1.6112 -1.4509
H: 3.4649 6.9126 0.8509
C: 4.2578 3.2426 -0.8549
H: -2.1046 -0.4881 -0.3820
H: 4.7377 -5.7628 -1.2763
H: -0.2290 3.4899 -0.8200
O: 4.1671 -3.1739 2.6878
H: 6.0881 2.9922 1.4206
H: -5.8040 -2.7494 -4.7053
O: -3.2645 1.3372 -2.0720
H: -4.1774 7.2133 -0.0406
C: 6.2354 4.5964 2.8185
C: 3.0698 6.5211 -0.0835
O: 1.2217 -0.2448 1.3448
H: 5.5036 4.4671 3.6098
H: -6.0624 5.5679 -0.7795
C: -7.1774 -4.2522 -4.0892
H: 4.7009 -3.9884 0.3306
O: -0.5772 -1.2803 0.8041
O: 1.9331 -3.3838 2.6688
H: -2.1383 -9.5046 -4.3049
C: -1.9638 -10.0039 -2.2526
H: 0.2647 1.9803 -0.0230
O: 4.1874 4.4124 -0.2722
H: 4.9663 -5.5315 1.1767
O: -6.1842 3.0677 0.5626
H: 0.7199 -2.1800 3.7596
H: 8.6410 7.1736 6.5260
H: 9.3305 8.2898 5.4350
H: 6.8520 1.2870 -1.2959
H: 7.5766 8.3395 5.7991
H: -5.9375 1.4398 -2.0438
H: -0.6194 -5.1680 -0.7149
C: -1.9146 -1.2811 0.3425
C: -0.8920 -4.8112 -1.7039
C: 7.2026 6.1411 4.3273
O: -0.7897 0.5649 2.0323
H: 3.5957 -6.7198 -0.3886
H: 5.2105 0.8588 -0.9515
H: 2.6584 4.6618 0.9921
H: 5.6453 1.5532 -2.5266
O: 3.3541 2.5539 -1.2323
H: 7.7727 3.3603 1.9139
C: -0.1268 2.4080 -0.9335
H: -3.6180 -3.6454 0.9363
O: -1.6029 -5.8169 -2.4143
H: -1.6172 -4.0011 -1.5951
C: 8.4303 7.6997 5.5904
C: -5.4593 0.7481 -2.7337
O: -6.8197 -3.3845 -1.0723
H: 3.8889 -0.1001 2.1522
O: -4.7202 4.7954 0.6379
H: 3.0177 -5.1773 -1.1017
O: 5.5464 2.8901 -0.9385
C: -5.1285 7.1532 0.4877
H: 2.0668 6.9534 -0.1266
C: -5.1140 3.5446 0.8162
O: 8.3345 6.8005 4.5044
H: -7.7877 -4.4909 -3.2200
C: 3.4341 0.6230 1.4783
H: -6.9989 -2.1694 -3.6001
H: 5.8550 5.1549 1.9558
O: 7.3511 5.4049 3.2318
C: -1.5803 -9.1418 -3.4415
C: -5.6767 5.7635 0.2241
H: 0.5135 2.1928 -1.7869
O: -4.5865 -3.4740 -0.8117
H: -6.5978 5.6214 0.8061
O: -5.3574 -3.2008 -2.7813
C: 3.8575 -5.6914 -0.6388
H: -4.5389 0.9873 0.5001
C: 1.9820 0.8745 1.8208
O: 3.0711 -4.6692 1.3942
H: -3.2973 1.1000 1.7836
C: 3.1470 -3.6717 2.2831
H: -3.6523 0.7548 -4.0042
C: 4.2422 -4.9323 0.6246
H: -4.6848 -4.9782 0.5893
H: -5.4042 -3.4883 1.1462
H: -1.7857 -11.0649 -2.4141
C: 6.7358 3.2926 2.2392
H: 3.5520 6.7105 -1.0398
H: -5.0815 1.2969 2.1438
C: -2.0504 1.8332 -2.2224

Its structure (SMILES) is CCOC(=O)OC.CCOC(=O)OC.CCOC(=O)OC.CCOC(=O)OC.CCOC(=O)OC.CCOC(=O)OC.CCOC(=O)OC.CCOC(=O)OC. The energy is -3063.505862 Ha. The molar mass comes out at 832.8 g/mol. The highest occupied orbital energy comes out at -10.62 eV. As for the HOMO-LUMO gap: 0.4091 hartree.


[2]
The following is a quantum chemistry calculation of 7 unconnected molecules or ions with the total composition C64H57FN2O19S at a distorted geometry, from the Open Molecules 2025 dataset.

CARTESIAN COORDINATES (ANGSTROEM)
C: -2.9862 1.4626 1.7986
N: -0.5166 5.9965 -1.5519
C: 2.7734 -4.0540 2.7377
C: -5.9197 -6.7326 -3.8514
C: -0.8800 -0.6660 1.2634
C: 2.6838 -8.0210 2.3764
H: 5.2641 0.8894 -3.5573
H: 0.1812 -1.7255 -1.9842
C: 5.5139 -0.0202 -3.0247
H: -4.6970 2.7057 -0.0814
H: 1.2528 5.1595 -0.5350
H: -1.9296 -3.5135 1.8135
H: 1.7444 -1.1936 -4.3790
O: 2.3932 -4.7928 6.1902
H: 3.3447 -2.3789 6.2564
C: 0.2666 2.3049 -1.5261
C: -4.4168 -8.6497 -3.5675
H: -5.1248 -7.9920 -5.4538
H: 7.5152 6.6543 -0.5399
C: 2.4428 10.5249 -0.4946
H: 2.0855 7.6414 -2.4310
N: -4.4418 -4.5239 2.8373
C: -5.2046 -4.9479 1.8684
H: -6.6206 1.8472 4.8517
C: -6.5144 -0.2642 5.5694
C: -3.4180 -0.0574 2.1169
C: 6.5403 -2.2405 -2.8430
H: 0.7065 6.8839 -0.0265
C: 1.4947 -0.0776 -0.9847
O: -6.5577 -6.0088 -4.5934
H: 1.8359 -0.5248 0.0149
C: 4.4462 5.2673 0.2272
H: -3.2507 4.4936 1.1209
O: 4.4050 0.7815 -1.1083
C: 0.3352 5.8150 -0.3304
H: -1.3560 6.5636 -1.3781
C: 6.6120 6.0603 -0.6064
H: -3.8228 -9.4761 -3.9380
H: -2.7851 5.2534 -0.4857
O: 7.1753 -3.1412 -3.3597
H: 2.3967 0.5424 -1.3736
C: -0.8098 4.7131 -2.2541
C: 1.1660 -1.1598 -2.1308
C: 5.0413 -0.1186 -1.6278
H: -6.9904 0.1899 2.8033
O: 3.5882 5.2910 1.0905
C: 3.8767 8.7569 -2.2209
H: 5.1556 3.7707 -2.8027
H: 2.0871 0.3968 -3.5035
H: -0.0948 4.5870 -3.1479
H: -6.5902 0.1643 6.6467
C: 5.3688 -1.3505 -0.8822
H: -7.5634 -0.5300 5.1795
C: 3.2080 -2.7891 5.2633
C: 4.3030 4.4161 -0.9731
O: -5.8156 -5.4752 0.9311
C: 6.4687 5.2089 -1.8066
H: 6.5669 -0.9517 -4.6110
O: -3.4646 2.4153 2.4786
O: 0.0940 -1.4272 1.5506
H: -5.8030 -1.1594 5.6405
C: 6.2119 -1.0068 -3.5895
C: 1.9112 -9.2656 2.5700
C: 3.9536 -10.5909 2.2776
O: 3.5881 -2.0506 1.8098
H: 5.7591 6.7057 1.2237
C: -5.1689 -1.9854 2.9307
H: 4.2333 11.6401 -0.2843
C: 3.3129 -2.6808 2.8161
H: 5.7882 -9.4582 1.9045
C: -2.3268 -1.1515 1.8113
H: 1.8319 11.1469 0.1477
C: -5.9400 0.6030 3.0644
O: 0.6015 9.1168 -0.9000
H: -3.6285 0.6359 4.8876
H: -3.8389 1.0033 -3.4370
H: 2.0806 -5.7458 3.8008
C: -5.2227 -7.3198 -1.5758
C: -4.4862 1.3205 5.2411
O: -6.7170 1.9735 -1.9474
C: -0.8449 3.4144 -1.3154
H: 5.0126 -1.4045 0.1392
C: -1.9018 1.7859 0.6382
H: -1.8699 4.8071 -2.7238
C: 4.5440 9.9242 -1.6061
C: 2.5897 8.4928 -1.9895
H: -6.5145 -5.6983 -2.0172
C: -5.9322 0.9337 4.6511
H: 1.9510 -11.3826 2.6620
O: -3.7793 -9.1658 -1.3620
C: 3.5069 -2.0999 4.1615
H: -5.2127 -7.1823 -0.5026
C: -4.4218 3.6707 -0.6517
H: -0.3211 -1.8572 -4.5077
C: -4.8115 -0.4802 2.6912
H: 4.6857 -7.2284 1.9921
C: 2.4744 -4.7439 3.8389
O: -5.9851 2.5807 -4.2884
C: 2.5017 -10.4606 2.5232
F: 1.2790 2.5506 -2.5293
O: 7.3259 5.1847 -2.6706
C: -0.9206 -0.8796 -4.3494
C: -1.9283 3.1183 -0.2047
C: 4.7261 -9.3455 2.0841
C: 5.6710 6.0877 0.3388
H: 4.4877 8.1346 -2.8633
C: -5.1147 -7.8545 -4.3797
H: -1.5237 -0.5619 -5.2682
C: 1.7759 9.3577 -1.1094
S: -5.5561 2.1786 -2.8805
C: 1.3233 -0.4697 -3.5865
C: -2.6692 -2.6730 2.0468
H: -5.2075 4.5109 -0.4937
C: 5.2439 4.3887 -1.9179
H: -1.5618 -1.0176 -3.4104
C: 2.6682 -4.1634 5.1848
H: -4.5141 4.4238 -2.8153
H: -4.2718 2.4082 4.9388
C: 0.3074 0.9604 -0.6907
O: 5.7189 10.1633 -1.8160
C: -5.9205 -6.5246 -2.3880
C: -4.0856 -3.0782 2.5907
C: 3.7297 10.7891 -0.7260
H: 6.3153 -3.2471 -0.9133
H: -6.2130 -2.2687 3.3312
O: 4.4920 -11.6810 2.2370
C: -4.3195 3.4437 -2.2378
H: 2.6365 -4.4642 1.7449
H: 3.9022 -1.0924 4.1999
H: 0.8492 -9.1525 2.7496
H: 2.0076 -1.9606 -2.0724
O: -4.6953 0.7361 -3.0129
O: 2.1443 -6.9278 2.4171
C: -4.4178 -8.4415 -2.1040
C: -0.7984 0.6663 0.3985
H: -5.8226 1.5805 2.4732
H: -0.3203 5.4520 0.5365
C: -3.0505 4.2439 0.0131
C: 6.0665 -2.3377 -1.4463
H: 3.3997 3.8216 -1.0400
H: -3.2888 3.0696 -2.5949
C: 4.1352 -8.1507 2.1309
O: 0.0786 0.1642 -4.0416
H: -4.4581 1.2676 6.4019

Its structure (SMILES) is CNCc1c(F)c(CCCOC)c2c(c1CCCS(=O)(=O)O)C(=O)c1c(CC(C)C)cc(N=C=O)cc1C2=O.O=C1C=CC(=O)C=C1.O=C1C=CC(=O)C=C1.O=C1C=CC(=O)C=C1.O=C1C=CC(=O)C=C1.O=C1C=CC(=O)C=C1.O=C1C=CC(=O)C=C1. The energy is -4509.378110 Ha. The molar mass comes out at 1209.2 g/mol. The highest occupied orbital energy comes out at -9.04 eV. As for the HOMO-LUMO gap: 0.2606 hartree.